12
Properties=species:S:1:pos:R:3:forces:R:3:lowdin_charge:R:1 method="wB97M-V/def2-TZVPD" orbital_gap_ev=8.9 total_charge=0 lumo_energy_ha=0.032
C 1.231793 -0.416561 -0.869267 -0.534 0.821 1.029 -0.106
C 1.552635 -0.955010 0.497483 -0.822 -0.500 0.713 0.012
C 0.843763 0.866761 -0.323798 -0.829 2.042 -0.565 -0.139
C 1.068319 0.404076 0.991437 -0.883 -0.539 2.455 -0.149
C -0.001010 -0.401181 0.157285 2.965 0.457 -0.840 -0.309
C -1.463824 -0.402195 0.037671 -2.071 0.036 -0.482 -0.046
H 1.286070 -0.758998 -1.880401 -0.243 -0.469 -0.151 0.124
H 0.357497 1.823644 -0.558389 0.213 -0.572 -0.684 0.142
H 0.688940 0.874496 1.989873 1.140 -1.176 -1.904 0.172
H -1.926143 0.021244 0.976250 0.367 -0.683 -0.940 0.097
H -1.964709 -1.406714 -0.239110 1.033 1.605 0.606 0.111
H -1.673332 0.350436 -0.779030 -0.336 -1.022 0.765 0.092


42
Properties=species:S:1:pos:R:3:forces:R:3:lowdin_charge:R:1 method="wB97M-V/def2-TZVPD" smiles="CCc1cc(C(=O)O)c2c(C(C)C)nn(-c3ccc(I)cc3)c2n1" orbital_gap_ev=7.6 total_charge=0 lumo_energy_ha=-0.022
O 1.119668 2.414259 3.793983 -1.665 -1.165 -0.687 0.101
I -0.948597 -3.261790 -6.763559 -0.203 0.739 2.094 0.655
N -1.208328 -1.466695 0.270918 1.095 0.701 -0.132 0.168
N 1.346834 0.777640 -0.902282 -0.441 -0.806 -0.903 0.196
O -1.017596 1.740615 3.412023 1.008 -0.193 -0.542 0.113
C 0.293217 1.836339 3.087560 1.339 1.907 0.912 -0.450
C -0.900932 -0.787331 1.337507 -0.583 -0.306 1.212 -0.158
C 0.360231 0.074530 -0.276033 1.284 1.279 -1.010 -0.177
C 2.030269 1.721533 -0.257142 -1.363 -1.043 -0.300 -0.261
C -1.469997 -3.143923 -3.557438 -0.200 -0.890 -0.684 -0.147
C -0.373219 -1.194214 -4.438210 0.421 -0.514 -0.041 -0.154
C 1.682738 2.057561 1.050345 -0.933 -0.141 0.968 0.058
C -1.246970 -2.687045 -2.265957 -0.381 0.617 0.617 -0.021
C -0.181838 -0.697158 -3.154718 -0.063 -0.085 1.108 -0.011
C -0.969183 -2.438886 -4.647091 0.187 0.129 -0.896 -0.580
C 0.049621 0.316901 1.036689 -1.475 -1.162 2.023 -0.009
C 0.655624 1.398966 1.730699 0.423 -1.221 -1.526 -0.039
C -0.604947 -1.447890 -2.038502 -0.346 -0.626 -1.442 -0.170
N -0.459375 -0.951333 -0.738089 0.883 0.715 -0.655 -0.019
C 2.670764 3.247160 -2.177153 -0.640 -1.133 -0.837 -0.092
C -0.469880 -1.389546 3.763806 -0.122 -0.541 0.860 -0.072
C -2.870142 -0.841487 2.950751 0.133 0.155 -0.050 -0.064
C 3.115316 2.470554 -0.973124 0.208 -0.447 0.867 -0.202
C -1.471736 -1.429197 2.615655 -0.451 0.603 -0.272 -0.348
H -1.055694 2.164899 4.271117 -0.312 0.214 0.611 0.131
H -2.038172 -4.081756 -3.718974 0.565 0.667 0.192 0.110
H 0.049815 -0.650106 -5.262246 -0.066 0.177 -0.260 0.086
H 2.176468 2.876516 1.524193 0.223 0.350 0.364 0.119
H -1.682634 -3.239635 -1.422584 0.394 0.292 -0.412 0.110
H 0.324328 0.252463 -2.931037 -0.275 -0.473 -0.555 0.099
H 2.743193 2.570519 -3.040033 -0.148 0.439 -0.009 0.081
H 3.280375 4.102736 -2.344661 0.495 0.674 -0.197 0.062
H 1.633795 3.543196 -2.090784 -0.234 0.260 0.012 0.077
H 0.544635 -1.616197 3.406515 -0.231 0.085 0.120 0.088
H -0.742587 -2.183348 4.505321 0.248 0.664 -0.503 0.092
H -0.458328 -0.435684 4.306485 0.027 -0.266 -0.219 0.064
H -3.616200 -1.061763 2.180911 0.233 -0.406 0.041 0.076
H -2.846192 0.246442 2.954833 0.211 0.054 0.294 0.055
H -3.251242 -1.190104 3.919860 0.155 0.000 -0.212 0.079
H 3.877465 1.751107 -1.261879 0.201 -0.056 0.038 0.119
H 3.548110 3.129936 -0.233268 0.291 0.194 0.166 0.103
H -1.618675 -2.498788 2.375592 0.112 0.559 -0.158 0.131


26
Properties=species:S:1:pos:R:3:forces:R:3:lowdin_charge:R:1 method="wB97M-V/def2-TZVPD" smiles="C[C@@H]1N(C)C([N+](=O)[O-])=C(CCl)[N@H+]1C" orbital_gap_ev=8.2 total_charge=+1 lumo_energy_ha=-0.166
C 1.439272 0.698061 -0.421005 1.190 -2.966 -0.533 -0.211
C 1.648421 -0.671323 -0.114105 -1.613 4.499 -0.677 -0.082
C -0.592185 -0.175711 0.388268 0.409 -0.844 -1.696 -0.228
C -0.773674 0.291827 1.751062 1.028 -1.749 2.170 -0.008
C 0.339027 -2.641645 0.489560 -0.696 -0.813 -4.757 -0.001
C -0.696982 0.888855 -1.763887 -0.515 -1.650 -0.469 0.026
C 2.350163 1.864520 -0.486838 -0.828 0.825 -1.751 -0.454
N 0.504749 -1.257513 0.237744 -1.962 1.418 0.497 -0.021
N 2.948316 -1.309067 -0.075461 1.835 0.936 -1.182 -0.330
N -0.019214 0.920636 -0.461501 0.316 1.504 2.515 -0.119
O 3.746523 -0.996618 -0.947964 -0.980 0.349 -0.160 0.135
O 3.224435 -2.024696 0.830858 -0.509 -1.113 1.607 0.158
Cl 1.670029 3.126826 0.601140 -0.057 0.291 0.442 0.660
H -1.592228 -0.338584 -0.136505 1.439 -0.964 0.959 0.182
H 0.063384 0.841260 2.145122 1.197 -0.439 0.135 0.090
H -1.015429 -0.560914 2.452201 -0.128 1.250 -0.697 0.139
H -1.426473 1.090503 1.725746 -2.507 1.157 0.238 0.076
H -0.256899 -3.115000 -0.364517 -0.008 0.640 1.308 0.135
H 1.275619 -3.033901 0.211692 1.194 -1.049 0.688 0.075
H -0.024009 -2.931372 1.400883 -0.669 -0.475 2.407 0.077
H -0.734345 -0.170343 -2.204634 -0.061 1.458 1.045 0.155
H -1.676107 1.385763 -1.752865 0.337 -0.309 0.237 0.128
H -0.021791 1.395672 -2.334908 1.282 1.660 -2.332 0.068
H 2.401382 2.428408 -1.490240 0.135 -1.259 1.400 0.120
H 3.313423 1.582864 -0.120431 0.669 0.002 -0.031 0.079
H -0.047101 1.936111 0.062869 -0.499 -2.359 -1.361 0.155


20
Properties=species:S:1:pos:R:3:forces:R:3:mulliken_spin:R:1 method="wB97M-V/def2-TZVPD" multiplicity=3 s_squared=2.010 orbital_gap_ev="6.4 / 7.0" total_charge=+1 lumo_energy_ha="-0.100 / -0.266"
C 1.300148 1.703855 -0.125589 -1.130 5.196 -1.865 0.385
C 1.505065 0.399121 -0.005723 1.353 -5.243 2.175 0.280
C -0.480724 0.682673 -0.830545 -10.426 -2.354 -4.933 0.978
C -3.309638 -0.027567 0.327177 -0.903 -3.705 10.767 -0.007
C 2.674178 -0.318513 0.652017 -2.154 2.444 0.254 -0.002
C 0.053136 -1.632075 -0.420692 -0.211 -2.235 -1.652 0.006
N 0.352591 -0.251196 -0.345639 4.696 -1.969 2.764 0.188
N 0.050673 1.853566 -0.650223 3.436 5.752 1.964 0.203
N -3.200652 -0.389483 1.523234 -0.975 0.403 -2.147 0.001
O -3.394543 0.276734 -0.739084 -0.416 1.988 -6.320 0.004
H 1.922008 2.604975 -0.064276 0.053 -0.845 0.395 0.001
H 3.463527 -0.348582 -0.002608 2.023 -0.288 -1.732 0.021
H 3.045669 0.173262 1.554634 -0.382 0.130 -0.073 0.012
H 2.314409 -1.258608 0.861702 -0.332 -2.333 0.669 0.002
H -0.956778 -1.466607 -0.815580 0.101 -1.529 -0.342 0.001
H 0.754531 -2.165649 -1.210676 -1.574 0.946 1.488 0.004
H -0.077462 -2.324619 0.476361 0.642 1.566 -0.611 0.013
H -0.279350 2.696993 -1.018944 -0.481 1.120 -0.519 -0.018
H -1.835651 0.618289 -1.389324 5.093 -0.255 1.906 -0.072
H -3.901143 -0.826561 2.223769 1.588 1.211 -2.187 0.001


Asked for strongest force on any atom across the records above, the calculation gives 0.061 0.054 0.095 0.229 Eh/bohr in order.
Asked for relative energy (zero: lowest compared OMol25 entry of this formula, charge and spin) across the records above, the calculation gives 641.0 0.0 363.5 173.9 kJ/mol in order.